1.
58
Properties=species:S:1:pos:R:3:forces:R:3:lowdin_charge:R:1 method="wB97M-V/def2-TZVPD" homo_energy_ev="-15.43 / -16.13" total_charge=+2 spin_multiplicity=5 homo_lumo_gap_ev="10.40 / 6.65"
Ir -0.58599 -0.71786 -0.54570 0.6 -0.6 0.0 1.51
F -1.00868 2.65740 -0.06431 0.0 0.0 0.0 0.13
C -0.51733 2.75488 1.17453 -0.1 0.0 0.0 -0.69
F -1.43689 3.21104 1.99061 0.0 0.0 0.0 0.20
F 0.54962 3.51527 1.18133 0.1 0.0 0.0 0.21
S -0.01891 1.05112 1.71413 0.0 0.0 0.1 0.68
O 0.82158 0.55277 0.56855 0.0 0.2 0.0 -0.44
O 0.58759 1.09111 2.99147 0.1 0.0 -0.1 -0.18
N -1.41614 0.30879 1.55332 -0.3 0.3 0.2 -0.37
S -1.69222 -1.18875 2.09043 -0.1 0.2 -0.1 0.64
O -0.63619 -2.00383 1.45660 -0.1 -0.1 -0.2 -0.38
O -3.04836 -1.51260 1.81755 0.0 0.0 0.0 -0.24
C -1.43731 -1.21465 3.95478 0.0 -0.1 0.0 -0.69
F -1.85151 -0.05553 4.41992 0.0 0.0 0.0 0.19
F -2.16775 -2.19901 4.42093 0.0 0.0 0.0 0.20
F -0.16489 -1.40742 4.21803 0.0 0.0 0.0 0.19
C -6.29336 -0.79239 -2.39238 0.0 0.0 0.0 -0.07
C -6.34021 0.60131 -3.01169 0.1 0.0 0.0 -0.40
C -6.11268 0.56407 -4.51902 0.0 0.0 0.0 -0.06
C -5.38287 1.57033 -2.30661 -0.1 0.0 -0.1 -0.07
N -4.01836 1.02660 -2.18016 0.0 0.1 0.0 -0.06
C -3.46997 0.36236 -1.18203 -0.1 -0.2 0.0 -0.09
N -2.25955 -0.00110 -1.58118 -0.1 0.3 0.1 -0.18
N -2.07898 0.49000 -2.83538 0.0 -0.1 0.0 0.02
N -3.12864 1.10395 -3.19152 -0.1 -0.1 -0.1 0.12
H -7.09634 -1.40679 -2.79602 0.0 0.0 0.0 0.09
H -6.41795 -0.76691 -1.30641 0.0 0.0 0.0 0.08
H -5.35556 -1.30490 -2.62871 0.0 0.0 0.0 0.08
H -7.33009 1.02296 -2.81873 0.0 0.0 0.0 0.15
H -5.10908 0.21244 -4.76875 0.0 0.0 0.0 0.07
H -6.24396 1.54883 -4.96777 0.0 0.0 0.0 0.09
H -6.82534 -0.11491 -4.98580 0.0 0.0 0.0 0.09
H -5.71934 1.78700 -1.29382 0.1 0.0 0.0 0.14
H -5.28270 2.50487 -2.85494 0.0 0.0 0.0 0.14
H -3.92074 0.14374 -0.22657 0.0 0.0 0.0 0.15
C 4.53830 -2.31984 -1.97951 0.0 0.0 0.0 -0.13
C 3.99833 -1.63756 -0.73966 0.0 0.0 0.0 -0.12
N 2.53015 -1.59973 -0.80633 -0.1 0.0 0.1 0.13
C 1.78305 -2.34925 -1.60653 0.2 0.0 0.0 -0.30
N 0.41554 -2.10827 -1.61706 -0.1 0.1 0.2 -0.08
C -0.41954 -3.12001 -2.27668 0.0 0.0 -0.1 -0.19
C 0.20237 -3.47466 -3.61518 0.0 0.0 0.0 -0.13
C 1.57104 -4.06765 -3.36651 0.0 0.0 0.0 -0.10
N 2.32052 -3.28744 -2.36590 -0.1 0.0 -0.1 0.01
C 3.75454 -3.59625 -2.22404 0.1 0.0 0.0 -0.09
H 5.59270 -2.55175 -1.84449 0.0 0.0 0.0 0.14
H 4.45166 -1.66284 -2.84659 0.0 0.0 0.0 0.13
H 4.35096 -0.61038 -0.66717 0.0 0.0 0.0 0.14
H 4.29705 -2.16504 0.16695 0.0 0.0 0.0 0.14
H 2.06137 -0.96704 -0.17252 0.0 0.0 0.0 0.10
H -1.42118 -2.70906 -2.39856 0.0 0.0 0.0 0.11
H -0.48394 -3.99746 -1.62386 0.0 0.0 0.0 0.15
H 0.26975 -2.57877 -4.23502 0.0 0.0 0.0 0.13
H -0.42315 -4.19636 -4.13768 0.0 0.0 0.0 0.14
H 2.16353 -4.07823 -4.28022 0.0 0.0 0.0 0.14
H 1.49408 -5.09544 -3.00462 0.0 0.0 0.0 0.15
H 4.07177 -4.08722 -3.14066 0.0 0.0 0.0 0.14
H 3.88008 -4.30270 -1.40011 0.0 0.0 0.0 0.15

=====

2.
20
Properties=species:S:1:pos:R:3:forces:R:3:lowdin_charge:R:1 method="wB97M-V/def2-TZVPD" homo_energy_ev=-8.69 smiles="CN(C)CC(N)=O.O" spin_multiplicity=1 homo_lumo_gap_ev=9.20
C 1.52363 -1.19552 -0.38157 -1.2 0.8 0.8 -0.08
N 0.24685 -0.55381 -0.80151 0.2 -0.5 -0.4 -0.26
C -0.32500 -1.12105 -2.03830 0.1 -0.2 0.9 -0.08
C -0.73394 -0.55402 0.26910 0.5 -1.6 0.6 -0.17
C -1.72102 0.53182 0.04354 -0.4 2.3 -0.2 -0.53
N -1.27423 1.79013 0.37757 0.2 0.4 0.2 0.16
O -2.83165 0.44444 -0.44172 -0.1 -1.0 0.1 0.05
H 1.37807 -1.76428 0.54737 0.0 0.1 0.0 0.07
H 1.93371 -1.91739 -1.07125 0.1 0.2 -0.6 0.07
H 2.16585 -0.34793 -0.15929 0.7 -0.4 -0.1 0.07
H 0.17979 -0.69267 -2.89717 0.0 -0.1 -0.2 0.08
H -1.39576 -0.93788 -2.08303 0.0 0.4 -0.1 0.08
H -0.24220 -2.21463 -2.01328 0.2 -0.1 -0.3 0.08
H -0.25029 -0.44324 1.25238 0.0 0.4 -0.4 0.12
H -1.21207 -1.54853 0.35157 -0.4 0.3 -0.2 0.13
H -1.83059 2.58282 0.11126 -0.5 -0.3 -0.2 0.10
H -0.33231 2.08471 0.56198 0.4 -0.8 0.2 0.08
O 1.56963 2.30776 2.58608 -0.5 -0.6 0.6 -0.07
H 2.16437 1.55713 2.48267 0.2 0.1 -0.2 0.03
H 0.98716 1.99214 3.30362 0.2 0.4 -0.4 0.05

=====

3.
22
Properties=species:S:1:pos:R:3:forces:R:3:lowdin_charge:R:1 method="wB97M-V/def2-TZVPD" homo_energy_ev="-5.56 / -9.59" spin_multiplicity=2 homo_lumo_gap_ev="6.44 / 10.45"
C 1.20906 -1.95285 1.46940 0.1 1.2 -0.6 -0.25
O 1.79249 -0.66380 1.15532 -0.1 -0.1 -0.1 -0.09
C -0.01925 -2.07854 0.59858 0.3 -0.9 -0.3 -0.21
C -1.00868 -0.93100 0.81269 0.7 0.0 0.3 -0.17
C -0.91474 0.16554 -0.25635 -0.1 0.2 -0.3 -0.22
C -1.33311 2.59447 0.06768 0.5 0.1 0.0 -0.07
N -0.60048 1.46422 0.32485 -0.4 -0.9 -0.2 -0.11
H 1.93614 -2.72580 1.21382 -0.1 -0.2 0.5 0.12
H 0.89643 -1.90860 2.51374 0.2 -0.5 0.2 0.12
H 2.62381 -0.55373 1.62493 0.0 -0.1 0.1 0.08
H -0.45103 -3.06162 0.80577 -0.2 0.1 0.3 0.11
H 0.32183 -2.20525 -0.44135 -0.2 0.5 0.1 0.12
H -2.00501 -1.33071 0.96481 -0.3 0.1 -0.2 0.10
H -0.71570 -0.44694 1.75552 -0.3 -0.1 -0.1 0.11
H -0.13420 -0.07910 -0.98206 0.1 -0.1 0.1 0.10
H -1.82529 0.23264 -0.85611 -0.1 0.2 0.2 0.11
H -0.97916 3.54444 0.42631 0.1 0.0 0.1 0.02
H -2.36270 2.47350 -0.21568 -0.1 -0.1 -0.1 0.03
H 0.30701 1.42025 0.75808 0.0 0.7 0.0 0.11
H -0.15652 0.87343 -4.02737 0.3 0.2 0.3 0.04
H 0.39592 2.16883 -3.41463 0.0 -0.2 0.1 0.03
O 0.54773 1.21601 -3.45503 -0.3 0.0 -0.3 -0.07

=====

4.
21
Properties=species:S:1:pos:R:3:forces:R:3:lowdin_charge:R:1 method="wB97M-V/def2-TZVPD" homo_energy_ev=-12.68 total_charge=+1 spin_multiplicity=1 homo_lumo_gap_ev=5.31
In 0.14821 0.64827 -1.20389 -0.3 1.6 -4.3 1.26
B 0.35746 2.39994 0.34418 -2.3 1.8 2.3 -0.29
H 1.18565 1.91824 -0.15214 5.4 -0.9 -3.2 0.01
H -0.44715 1.69029 0.22914 -5.6 -1.5 0.5 -0.02
H 0.57547 2.62001 1.37775 1.0 0.3 3.3 0.06
H 0.12873 3.26329 -0.26126 -0.6 2.8 -2.6 0.05
B 1.55405 0.27551 0.51871 10.3 4.5 0.5 -0.58
H 2.13692 0.03555 1.39444 1.7 -0.7 3.4 0.11
H 1.54205 -0.56730 -0.15492 2.1 -2.4 -4.8 0.10
H 0.64069 0.72529 0.87608 -2.3 4.3 2.6 0.04
H 2.11998 1.04472 0.01642 4.4 1.4 -1.2 0.01
C -1.04371 -1.37976 0.49508 -1.6 -2.1 -1.0 -0.10
C -1.08179 -1.79830 -1.01187 -1.9 -1.6 1.2 -0.17
O -1.55415 -0.74287 -1.86006 0.6 -0.3 0.1 -0.10
O 0.06861 -0.54589 0.50861 -9.5 -7.0 2.7 -0.26
H -0.82866 -2.27492 1.07863 -0.4 0.0 0.2 0.16
H -1.80933 -0.75882 0.96021 -0.9 -0.7 -0.5 0.16
H -1.74578 -2.64037 -1.20726 0.0 -0.2 0.4 0.15
H -0.10530 -2.19380 -1.29143 0.3 0.6 -0.2 0.14
H -2.50471 -0.87711 -1.85852 -0.5 0.6 -0.4 0.14
H 0.66277 -0.84196 1.20209 0.2 -0.5 0.9 0.14

=====

5.
48
Properties=species:S:1:pos:R:3:forces:R:3:lowdin_charge:R:1 method="wB97M-V/def2-TZVPD" homo_energy_ev=-17.28 total_charge=+3 spin_multiplicity=1 homo_lumo_gap_ev=5.93
Ta 0.28014 -0.81025 -0.93103 0.0 0.1 0.3 2.03
Cl 5.94493 3.93077 -0.62541 0.0 0.0 0.0 0.81
C 4.81323 2.65531 -0.69490 0.0 0.1 0.0 -0.63
C 5.25650 1.33045 -0.71051 0.0 -0.1 0.0 0.00
C 4.36104 0.26399 -0.77984 0.0 0.2 0.0 0.06
C 3.02078 0.55739 -0.82160 -0.1 -0.2 -0.1 -0.24
O 2.08759 -0.44733 -0.90953 0.3 0.3 -0.2 -0.20
C 2.52696 1.87921 -0.80039 0.1 0.0 0.0 -0.13
C 1.14556 2.19281 -0.87228 0.1 0.0 0.0 0.02
N 0.12608 1.35248 -0.84348 0.0 0.1 0.0 -0.06
C -1.20472 1.87087 -1.02817 -0.1 -0.1 -0.1 -0.20
C -1.64487 3.14683 -0.78058 0.0 0.0 0.0 0.04
C -2.97296 3.50784 -1.08995 0.0 0.0 0.0 0.00
C -3.84262 2.60297 -1.63468 0.0 0.0 0.0 0.04
C -3.42234 1.27077 -1.86982 0.1 0.0 0.0 -0.11
C -4.25261 0.26744 -2.40952 0.0 0.0 0.0 0.10
C -3.77375 -1.01652 -2.58642 0.1 0.0 0.0 0.02
C -2.47250 -1.30889 -2.21503 -0.1 0.0 0.0 -0.05
N -1.63649 -0.37533 -1.70948 -0.1 0.1 -0.2 -0.08
C -2.10014 0.91977 -1.54830 0.0 0.0 0.0 -0.15
C 3.45772 2.93468 -0.74777 0.1 -0.1 0.0 0.01
H 6.32044 1.13268 -0.68002 0.0 0.0 0.0 0.14
H 4.71474 -0.75675 -0.81353 0.0 0.0 0.0 0.15
H 0.91513 3.24900 -0.98979 0.0 0.0 0.0 0.15
H -0.99859 3.89768 -0.34374 0.0 0.0 0.0 0.13
H -3.29471 4.52091 -0.89262 0.0 0.0 0.0 0.14
H -4.85685 2.88929 -1.88087 0.0 0.0 0.0 0.15
H -5.27338 0.51005 -2.68155 0.0 0.0 0.0 0.15
H -4.39594 -1.79902 -2.99671 0.0 0.0 0.0 0.14
H -2.07803 -2.31349 -2.31498 0.0 0.0 0.0 0.13
H 3.12187 3.96392 -0.74271 0.0 0.0 0.0 0.14
Cl 0.03710 -5.72806 -0.20919 0.0 0.0 0.0 0.87
C 0.01881 -4.52547 0.98107 0.0 0.1 0.1 -0.57
C -0.01808 -4.86540 2.35821 0.0 0.0 -0.1 -0.06
C -0.03626 -3.90468 3.33309 0.0 0.0 0.1 -0.57
Cl -0.08145 -4.35334 4.97767 0.0 0.0 0.0 0.85
C -0.01464 -2.51203 2.99431 0.0 0.1 -0.1 -0.13
C -0.02349 -1.44008 3.89249 0.0 -0.1 0.0 0.08
C 0.00538 -0.13773 3.41105 0.0 0.1 -0.1 0.02
C 0.05111 0.10150 2.05390 0.0 0.0 0.1 -0.05
N 0.06048 -0.90138 1.14394 -0.1 0.1 0.3 -0.04
C 0.02506 -2.19810 1.62527 -0.1 -0.3 0.1 -0.14
C 0.03537 -3.19444 0.65322 0.0 0.1 -0.1 -0.28
O 0.08376 -2.62893 -0.61276 0.0 -0.5 0.1 -0.21
H -0.03275 -5.91310 2.62747 0.0 0.0 0.0 0.13
H -0.05297 -1.63301 4.95793 0.0 0.0 0.0 0.13
H -0.00430 0.70438 4.08798 0.0 0.0 0.0 0.14
H 0.07465 1.11033 1.66953 0.0 0.0 0.0 0.12

=====

6.
121
Properties=species:S:1:pos:R:3:forces:R:3:lowdin_charge:R:1 method="wB97M-V/def2-TZVPD" homo_energy_ev=-9.91 total_charge=+1 spin_multiplicity=1 homo_lumo_gap_ev=7.81
Y -0.19348 -0.37004 0.25065 -0.2 0.4 -0.1 1.12
O -0.85547 -0.66498 -3.51504 0.2 0.2 0.3 -0.05
C -1.94104 -1.42093 -3.82146 -0.2 -0.1 -0.2 -0.28
C -2.45559 -1.34603 -5.10849 -0.1 -0.2 0.1 -0.02
C -3.53767 -2.13191 -5.46119 0.0 0.0 0.0 -0.08
C -4.10306 -2.99361 -4.53376 0.0 0.0 0.1 -0.09
C -3.58290 -3.04731 -3.25207 0.0 -0.1 0.0 -0.03
C -2.49986 -2.26827 -2.86664 -0.1 -0.1 0.0 -0.09
C -1.98533 -2.37713 -1.42825 -0.1 -0.2 0.0 -0.36
O -0.73853 -1.79899 -1.27540 -0.1 0.0 -0.1 -0.37
N -2.94503 -1.78668 -0.48291 -0.2 -0.3 0.1 0.02
N -2.73257 -0.53195 -0.03917 -0.4 0.2 0.2 -0.07
C -3.52582 -0.06282 0.85579 0.1 0.0 -0.3 -0.19
C -3.43448 1.28431 1.39909 -0.1 0.0 0.1 -0.59
Br -2.16068 2.38780 0.53037 -0.1 0.1 0.2 0.89
C -4.20522 1.65612 2.43226 0.2 -0.1 -0.3 -0.07
C -4.37621 2.88112 3.21061 0.0 0.0 -0.1 -0.21
C -5.13382 2.75966 4.37877 0.0 0.0 0.0 -0.04
C -5.35986 3.84532 5.20194 0.0 0.0 0.0 -0.07
C -4.84256 5.08533 4.86305 0.0 -0.1 -0.1 -0.07
C -4.10456 5.22605 3.69754 0.0 0.0 0.1 -0.07
C -3.86953 4.13869 2.87648 0.0 0.0 0.0 -0.05
H -0.64898 -0.98871 -2.58707 0.4 0.0 0.1 0.02
H -1.99857 -0.67555 -5.81610 0.1 0.2 -0.1 0.11
H -3.93827 -2.07168 -6.46182 0.0 0.0 -0.1 0.11
H -4.94106 -3.61360 -4.80744 -0.1 -0.1 0.0 0.10
H -4.02325 -3.71986 -2.52739 0.0 -0.1 0.1 0.12
H -1.95309 -3.45088 -1.15232 -0.1 0.4 -0.2 0.14
H -3.50194 -2.40675 0.09772 0.3 0.2 -0.1 0.15
H -4.34064 -0.67445 1.25390 0.1 0.1 -0.1 0.14
H -4.84383 0.84924 2.77907 0.0 -0.1 0.0 0.12
H -5.54312 1.79482 4.64434 0.0 -0.1 0.0 0.11
H -5.93879 3.72391 6.10416 -0.1 0.0 0.1 0.11
H -5.01737 5.93725 5.49919 0.0 0.1 0.1 0.11
H -3.70608 6.18999 3.42564 0.0 0.1 0.0 0.11
H -3.29692 4.28198 1.97698 0.0 0.0 -0.1 0.04
O -0.59819 0.43629 2.67623 0.2 0.1 0.0 -0.08
C -0.54750 -0.79619 2.83930 0.0 -0.1 -0.1 -0.65
O -1.06367 -1.58738 1.97352 -0.3 -0.2 0.2 -0.19
C 0.35819 -1.44417 3.82808 0.0 0.1 0.0 -0.15
C 0.41062 -1.09119 5.16408 0.0 -0.1 0.0 0.00
C 1.31746 -1.72736 5.99912 0.0 0.0 -0.1 -0.06
C 2.18823 -2.67352 5.48253 0.0 0.0 0.0 -0.06
C 2.16872 -2.98907 4.13229 0.0 0.0 0.0 -0.06
C 1.24536 -2.38659 3.28911 -0.1 0.1 -0.1 -0.28
P 1.19699 -2.67413 1.47122 0.3 -0.3 0.2 1.09
C 0.11663 -4.13281 1.30760 0.0 0.1 0.0 -0.35
C -0.55247 -4.69028 2.39076 0.1 0.0 0.0 -0.06
C -1.38170 -5.78472 2.21135 0.0 0.0 0.0 -0.07
C -1.55650 -6.33020 0.94832 0.0 0.0 0.0 -0.08
C -0.90260 -5.76960 -0.13918 -0.1 -0.1 0.0 -0.08
C -0.07698 -4.67333 0.04339 0.1 0.1 -0.1 -0.13
C 2.86714 -3.32401 1.12816 0.0 0.1 0.1 -0.37
C 3.16575 -4.65428 0.86091 -0.2 -0.1 0.0 -0.09
C 4.47662 -5.04556 0.62842 0.1 0.0 0.0 -0.08
C 5.50346 -4.11758 0.68960 -0.1 0.0 0.0 -0.08
C 5.21531 -2.78873 0.97168 0.0 -0.1 -0.1 -0.08
C 3.90651 -2.39352 1.16875 -0.1 0.1 0.0 -0.13
H -0.25536 -0.33084 5.54306 -0.1 0.1 0.0 0.12
H 1.35221 -1.47757 7.04658 0.0 0.0 0.2 0.11
H 2.90117 -3.16013 6.13247 0.0 0.0 0.0 0.11
H 2.87544 -3.70261 3.73821 0.1 -0.1 -0.1 0.11
H -0.42232 -4.27443 3.37969 0.0 0.0 0.0 0.11
H -1.88925 -6.21497 3.06170 -0.1 0.0 0.1 0.11
H -2.20164 -7.18536 0.81302 -0.1 -0.1 0.0 0.10
H -1.04305 -6.17425 -1.13200 0.0 0.0 -0.1 0.10
H 0.39966 -4.21192 -0.81219 0.1 0.0 -0.1 0.09
H 2.37813 -5.39933 0.84500 0.0 0.1 0.0 0.10
H 4.69495 -6.08334 0.41892 0.0 -0.1 0.0 0.11
H 6.52340 -4.42614 0.51857 0.1 0.0 0.0 0.11
H 6.01005 -2.06068 1.02312 0.1 0.1 0.0 0.11
H 3.68612 -1.34911 1.36550 0.0 0.0 0.0 0.10
C 0.88320 3.52410 -3.91313 0.1 0.1 -0.1 0.02
C 1.40137 3.39950 -2.53682 0.4 0.4 0.0 -0.32
N 2.36994 4.08990 -2.01208 -0.2 0.0 -0.6 0.14
N 2.50376 3.60556 -0.75057 -0.4 -0.4 0.1 0.04
C 1.63355 2.62395 -0.47209 0.1 -0.1 0.3 -0.78
S 1.45741 1.80180 0.98755 0.1 0.2 -0.1 0.62
N 0.91102 2.49499 -1.62797 0.3 0.1 0.5 -0.10
N -0.10633 1.56159 -1.81977 -0.2 -0.2 -0.3 0.03
H 1.45325 4.29186 -4.42546 0.0 0.0 -0.1 0.10
H -0.16774 3.80306 -3.91411 -0.1 0.0 0.0 0.09
H 0.99373 2.58371 -4.45132 0.0 -0.1 0.0 0.06
H 3.20117 3.98146 -0.12112 -0.2 -0.1 -0.1 0.17
H -0.99772 2.05202 -1.96080 0.4 -0.2 0.0 0.08
H 0.10417 0.99291 -2.65404 -0.1 0.3 0.4 0.06
S 2.21760 -0.44411 -1.31308 0.2 -0.1 -0.4 0.13
Sb 2.58186 -1.79056 -3.14419 0.2 0.2 0.0 1.37
C 1.51337 -3.51850 -3.64442 0.0 0.1 0.0 -0.34
C 1.84921 -4.72347 -3.04218 0.0 -0.1 0.1 -0.15
C 1.20170 -5.88360 -3.43371 0.0 -0.1 0.1 -0.07
C 0.22576 -5.83540 -4.41736 0.0 -0.1 0.0 -0.06
C -0.09399 -4.63447 -5.02728 0.0 0.1 0.0 -0.05
C 0.55997 -3.47171 -4.65178 -0.1 0.0 0.1 -0.10
C 2.66842 -0.64362 -4.92517 0.0 0.0 0.1 -0.32
C 3.88465 -0.57680 -5.59337 0.0 0.0 0.0 -0.10
C 3.99957 0.16948 -6.75618 0.1 0.0 0.0 -0.07
C 2.90543 0.84787 -7.26097 0.0 0.0 0.0 -0.07
C 1.69119 0.78160 -6.59936 0.0 0.0 0.0 -0.08
C 1.57044 0.04254 -5.43373 -0.1 0.0 0.1 -0.14
C 4.56600 -2.46332 -2.97514 -0.1 0.1 0.0 -0.37
C 4.99271 -3.62108 -3.61163 -0.1 0.0 -0.1 -0.12
C 6.33359 -3.96638 -3.58545 0.0 0.0 0.0 -0.07
C 7.24793 -3.14879 -2.94027 -0.1 0.0 0.0 -0.07
C 6.82143 -1.99410 -2.30539 0.0 0.0 0.0 -0.08
C 5.47857 -1.65385 -2.31321 0.0 0.1 0.1 -0.14
H 2.61942 -4.76787 -2.28065 0.0 0.0 0.1 0.10
H 1.46029 -6.82450 -2.97022 0.0 -0.1 0.0 0.11
H -0.28226 -6.74020 -4.71509 0.0 -0.1 0.0 0.11
H -0.85411 -4.59640 -5.79251 -0.1 0.0 -0.1 0.11
H 0.31090 -2.53896 -5.13263 0.0 0.1 -0.1 0.09
H 4.75240 -1.09186 -5.21487 0.1 -0.1 0.1 0.09
H 4.94986 0.21978 -7.26450 0.1 0.0 -0.1 0.11
H 2.99717 1.42525 -8.16702 0.0 0.1 -0.1 0.11
H 0.83174 1.30382 -6.99284 -0.1 0.0 0.0 0.11
H 0.61402 -0.01234 -4.93232 0.0 0.0 0.0 0.07
H 4.29097 -4.25166 -4.14131 0.0 0.0 0.0 0.10
H 6.66433 -4.86790 -4.07832 0.0 -0.1 0.0 0.11
H 8.29162 -3.41507 -2.92851 0.2 0.0 0.0 0.11
H 7.53227 -1.36054 -1.79806 0.1 0.1 0.1 0.11
H 5.14189 -0.76142 -1.79899 0.0 0.0 0.0 0.08

=====

Looking at energy above the lowest of the compared OMol25 structures with the same formula, charge and spin for the records above, in order, we have 0.0 40.9 2.1 232.4 3.2 0.0 kcal per mole.
Looking at E_tot for the records above, in order, we have -75796.702 -11417.443 -10994.835 -12897.287 -73812.913 -184579.679 eV.